A molecular structure, C2H3KO2P. Source: OMol25; level of theory: the ωB97M-V functional and the def2-TZVPD basis.

Geometry (Å):
1 C -0.061 -0.076 0.703
2 H -0.061 0.758 1.427
3 H 2.100 -0.503 1.054
4 K -1.170 0.487 -3.004
5 O 1.685 -0.264 -0.914
6 H -0.435 -0.982 1.210
7 C 1.357 -0.312 0.248
8 O -0.858 0.225 -0.405
9 P -2.557 0.667 -0.320

As for the net charge: 0. As for the multiplicity: 2. The value obtained for the total energy is -1169.7015 hartree. As for the expectation value of S²: 0.7535. The orbital gap (alpha / beta) comes out at 5.381 / 5.048 eV.

natural (NBO) atomic charge list, values in e, 2 entries: C -0.166; H 0.200

***

A molecular structure, C20H41GeN2NaOSSe4. Source: OMol25; level of theory: the ωB97M-V functional and the def2-TZVPD basis.

Geometry (Å):
1 C -2.540 -2.397 -1.007
2 H 2.246 -0.429 2.362
3 H 1.281 -1.709 1.691
4 C 3.979 -1.748 3.748
5 Se -1.803 2.485 -2.112
6 H 0.017 1.569 1.773
7 N -3.066 3.813 2.351
8 H -5.497 0.953 0.414
9 Na -1.236 0.317 -0.441
10 C -2.507 -2.468 1.399
11 H 4.028 0.114 -0.010
12 Se 0.286 2.967 -1.300
13 C -3.360 5.141 1.832
14 H -6.613 2.921 1.570
15 C -4.963 1.807 -0.013
16 H 4.422 -2.516 4.388
17 C 3.813 -2.679 -0.854
18 H -3.834 5.071 0.857
19 H -2.423 5.686 1.714
20 N -4.618 2.780 1.007
21 H 1.701 2.494 2.974
22 H -1.999 2.825 3.848
23 H -4.064 1.461 -0.517
24 H -1.026 3.952 2.887
25 H 3.365 -1.107 4.388
26 H -3.065 -2.191 -1.931
27 H 3.821 -2.409 -1.913
28 C -3.463 2.694 1.697
29 C 1.860 2.202 1.932
30 H 3.693 -3.067 2.082
31 H 3.070 -3.475 -0.742
32 C 7.694 -2.701 -0.460
33 H 0.364 -3.729 0.113
34 H 1.861 3.099 1.304
35 H -2.194 4.577 4.071
36 H -4.161 -1.747 0.242
37 H -0.744 -3.308 2.286
38 Se 1.778 1.567 -2.352
39 H 7.911 -3.384 -1.283
40 H 8.438 -1.903 -0.470
41 C -0.624 -3.283 0.143
42 H -5.528 3.988 2.464
43 H 2.367 -3.063 3.229
44 H 6.181 -1.640 -1.567
45 H 5.757 -0.521 3.893
46 S -2.567 1.265 1.745
47 O 0.891 1.266 1.491
48 H 5.445 -4.048 -1.078
49 H 6.134 -1.357 0.169
50 C 5.197 -3.187 -0.448
51 C -5.741 3.574 1.483
52 H -2.986 -2.275 2.349
53 H 5.183 -3.544 0.587
54 Se 1.302 -0.561 -1.492
55 H -4.002 5.708 2.512
56 H -5.990 4.383 0.792
57 C 3.078 -2.414 2.711
58 C 6.287 -2.128 -0.593
59 H 4.699 -0.079 2.549
60 C 2.310 -1.391 1.853
61 H -0.783 -3.140 -1.991
62 C 5.098 -0.919 3.121
63 H 2.838 1.728 1.846
64 C -1.267 -2.952 -1.041
65 Ge 3.057 -1.074 0.047
66 H 7.803 -3.253 0.475
67 C -2.007 3.785 3.344
68 C -3.160 -2.158 0.214
69 H -5.600 2.298 -0.750
70 C -1.243 -3.040 1.362
71 H 5.699 -1.534 2.445

As for the net charge: 0. As for the multiplicity: 1. The value obtained for the total energy is -13214.6207 hartree. The orbital gap comes out at 6.566 eV.

natural (NBO) atomic charge list, values in e, 2 entries: C -0.249; H 0.244

***

A single C3H2N2O2 molecule. Source: OMol25; level of theory: the ωB97M-V functional and the def2-TZVPD basis.

Geometry (Å):
1 C 0.796 -0.043 0.516
2 H -0.917 1.140 -0.955
3 C -1.666 -0.414 -0.101
4 N -1.058 0.201 -1.161
5 O 3.130 -0.168 -0.245
6 N -0.278 -0.605 -0.128
7 H 0.604 0.676 1.413
8 O -2.638 -0.688 0.531
9 C 2.026 -0.098 0.129

As for the net charge: 0. As for the multiplicity: 1. The value obtained for the total energy is -375.3703 hartree. The structure (SMILES) is O=C=CN1NC1=O. The value obtained for the energy above the lowest of the compared OMol25 structures with the same formula, charge and spin is 370.67 kJ/mol. The orbital gap comes out at 9.652 eV.

natural (NBO) atomic charge list, values in e, 2 entries: C -0.396; H 0.348

***

3 unconnected molecules or ions with the total composition C26H58N8O5P3. Source: OMol25; level of theory: the ωB97M-V functional and the def2-TZVPD basis.

Geometry (Å):
1 H 0.802 -1.491 -3.743
2 H -4.033 1.918 2.193
3 C -4.154 1.651 0.063
4 H -2.114 -4.251 -1.770
5 C -5.888 2.930 -0.998
6 C 1.040 3.015 0.816
7 H 1.717 -5.482 -5.970
8 H -6.399 3.213 -1.907
9 H -0.341 0.044 7.350
10 C -0.774 0.496 -0.828
11 H 0.766 3.917 1.355
12 H 1.672 2.082 4.246
13 N 0.138 1.537 -1.040
14 H 2.204 -0.929 4.333
15 H -3.349 -0.355 0.284
16 H -7.635 4.908 -0.633
17 C 2.322 1.206 4.231
18 C 0.094 0.547 6.483
19 N 1.475 -1.564 1.501
20 H -2.395 0.992 -4.212
21 N 2.810 4.565 0.028
22 O 3.000 2.266 -0.300
23 O 1.334 3.174 -2.738
24 H 2.836 -4.881 -3.761
25 C -2.035 -3.851 -0.764
26 H 1.383 -1.824 8.196
27 H 1.339 -0.177 8.841
28 C 2.331 -0.370 6.909
29 C 2.396 -4.135 -4.427
30 H 0.552 0.926 -3.330
31 N -1.218 -1.649 -0.039
32 C -0.113 2.709 -0.136
33 N -2.134 0.687 -1.128
34 C 4.494 -2.905 -3.996
35 H -0.410 -2.735 -1.623
36 H 4.733 -3.690 -3.274
37 H 2.052 0.286 -0.104
38 H -1.007 2.545 0.461
39 H -1.188 -1.733 0.976
40 P 0.316 2.122 -2.642
41 C 1.944 -0.893 8.284
42 H 3.171 1.401 4.887
43 H 6.396 -2.911 -5.014
44 H 3.402 -5.030 -6.157
45 H 0.678 -0.168 4.003
46 H -4.426 -1.227 -2.773
47 O -1.384 -1.003 -2.920
48 H 0.785 -0.591 -5.266
49 H -0.686 0.524 5.717
50 C -3.023 0.662 0.096
51 H 3.798 4.566 0.278
52 C 5.348 -3.100 -5.252
53 H -8.372 3.832 0.535
54 C -7.466 4.396 0.309
55 H 2.872 0.582 7.031
56 H 2.714 1.101 3.215
57 H 3.039 -1.068 6.454
58 C 2.422 -4.655 -5.868
59 H 1.825 -2.516 1.492
60 H 0.550 2.644 6.010
61 C -6.299 3.458 0.219
62 N -0.307 -0.606 -0.327
63 H -2.396 0.949 0.939
64 C 2.375 3.215 0.116
65 H 5.283 -4.116 -5.639
66 C -5.599 3.076 1.359
67 H -2.944 -3.298 -0.547
68 H 3.097 -0.850 -4.564
69 C 2.579 -1.739 -4.937
70 N 3.048 -2.864 -4.147
71 C -4.546 2.193 1.280
72 H 1.170 2.217 1.550
73 C 1.080 -1.532 -4.796
74 C -0.809 -2.947 -0.637
75 H 1.822 -1.746 -1.020
76 H -0.471 2.410 7.420
77 C 1.578 -0.080 4.618
78 H 2.801 4.823 -0.959
79 H -7.336 5.114 1.113
80 H 1.351 -4.054 -4.116
81 H 5.065 -2.411 -6.048
82 H -4.574 1.662 -2.054
83 H 2.128 -3.886 -6.584
84 H -0.975 2.547 -3.001
85 O -3.870 -0.966 -2.025
86 H 1.252 2.081 7.528
87 H -5.882 3.486 2.317
88 H -0.297 3.587 -0.754
89 O -3.110 0.739 -3.613
90 P -2.559 -0.239 -2.493
91 H -1.981 -4.691 -0.078
92 H -0.038 -3.426 -0.037
93 C -4.839 2.038 -1.080
94 C 0.382 2.003 6.875
95 H 2.841 -1.087 8.871
96 H 0.496 -2.323 -5.267
97 P 1.446 -0.954 0.076
98 H 2.836 -1.815 -6.005
99 H 4.794 -1.964 -3.521
100 N 1.199 -0.264 6.005

As for the net charge: +1. As for the multiplicity: 1. The value obtained for the total energy is -2863.6028 hartree. The orbital gap comes out at 5.724 eV.

Löwdin atomic charge list, values in e, 2 entries: H 0.031; H 0.116

***

A molecular structure, C16H15BrCl2MnN3OSSbSe4. Source: OMol25; level of theory: the ωB97M-V functional and the def2-TZVPD basis.

Geometry (Å):
1 H -0.367 0.498 -2.696
2 H 1.433 -5.077 2.150
3 N -1.918 -1.649 0.734
4 Se 1.111 2.797 -3.766
5 C 0.769 -2.447 -3.937
6 C 0.303 -1.149 -3.924
7 H -1.984 -3.536 3.375
8 C -0.871 -2.101 1.199
9 Se 2.246 3.542 0.140
10 H 5.114 2.009 3.235
11 H 1.095 -2.899 -4.865
12 H -2.412 -4.076 1.741
13 S 1.936 -0.590 0.611
14 Cl 4.964 0.224 1.125
15 Br 0.168 -0.212 -5.557
16 Se -0.825 5.696 -1.532
17 C 1.794 1.879 3.843
18 C -1.077 -5.403 2.801
19 C 3.116 2.258 3.996
20 Sb 0.603 3.749 -1.602
21 C 1.459 0.986 2.844
22 C 1.097 -4.583 3.072
23 H 1.016 2.283 4.476
24 H 1.916 -4.578 3.790
25 Cl -0.229 0.522 2.751
26 H 1.428 -2.606 2.245
27 Mn -0.409 -0.411 0.327
28 N -0.064 -1.232 -1.585
29 Se -0.948 1.795 -0.325
30 C 3.704 0.845 2.150
31 C 4.074 1.725 3.148
32 N -0.517 -3.241 1.885
33 C 0.350 -2.503 -1.600
34 C -0.073 -0.546 -2.731
35 H -1.837 -5.990 3.320
36 H 0.350 -3.008 -0.644
37 C -1.599 -4.019 2.464
38 H 1.170 -4.155 -2.676
39 H -0.804 -5.920 1.870
40 C 0.807 -3.138 -2.736
41 H 0.402 -2.651 3.692
42 H 3.395 2.978 4.754
43 O 0.049 -5.350 3.661
44 C 2.372 0.455 1.922
45 C 0.647 -3.173 2.754

As for the net charge: -2. As for the multiplicity: 2. The value obtained for the total energy is -15747.8285 hartree. The value obtained for the energy above the lowest of the compared OMol25 structures with the same formula, charge and spin is 0.00 kJ/mol. As for the expectation value of S²: 0.9744. The orbital gap (alpha / beta) comes out at 5.246 / 5.244 eV.

natural (NBO) atomic charge list, values in e, 2 entries: H 0.286; H 0.160